Formula: C22H38Cl2MnNO5P
Source: the OMol25 dataset
Level of theory: ωB97M-V/def2-TZVPD

```
! RIJCOSX wB97M-V def2-TZVPD def2/J DEFGRID3
* xyz 1 5
H 2.323 -0.140 -4.308
C -2.908 -1.578 2.675
C -1.239 3.207 -3.062
C 0.839 -1.533 -1.464
H -2.293 0.074 1.323
C 3.185 0.189 2.716
H 0.270 1.613 2.127
C 1.043 -0.443 1.482
O -0.239 3.089 1.272
N 0.414 4.853 -0.660
H -0.592 -2.846 2.339
C 0.236 -2.873 -3.716
H 2.199 -1.484 3.795
H -3.426 -3.462 3.487
H 1.538 -2.237 -0.941
H -2.012 -1.594 3.319
H 4.160 -0.362 2.670
H -1.947 -2.174 -0.319
H 0.534 -0.042 -4.098
C 0.659 3.972 1.618
H -0.745 0.240 2.640
H 1.006 1.339 4.368
C 0.841 5.221 0.709
H 1.318 -2.050 -5.456
H 1.910 5.432 0.769
P -0.082 -0.693 -0.005
H 1.400 0.501 -1.984
H 2.872 -0.123 4.815
H -2.071 -4.770 2.283
H -0.578 -2.802 -4.447
H 2.338 -2.659 -4.188
H -0.409 -3.703 0.771
Mn -0.668 2.689 -0.719
H 0.231 -0.204 4.504
C 1.400 -2.071 -4.360
O 1.284 3.947 2.666
C -2.532 -0.984 1.330
C -1.486 -1.748 0.564
Cl -2.120 5.170 -4.638
H 3.120 -0.924 0.863
C 1.438 -0.600 -3.848
C -0.221 -2.328 -2.318
H 2.613 0.764 0.663
C -2.372 -3.876 1.681
H 0.572 -3.891 -3.705
H -0.991 -1.561 -2.641
H -0.237 5.578 -1.042
C -3.365 -3.010 2.512
H -0.638 3.291 -5.024
H -2.810 -4.268 0.714
O -0.035 2.845 -2.797
Cl -2.812 2.476 -5.289
H 2.743 -0.642 -2.129
H -3.620 -0.877 3.175
C 2.525 -0.085 1.322
C -1.615 3.501 -4.511
H 1.037 -1.446 1.962
H 0.332 6.125 1.139
H -0.660 -3.115 -1.722
H 1.245 4.837 -1.270
C 0.305 0.506 2.459
H -4.404 -2.937 2.112
C -1.047 -3.036 1.360
H -3.493 -1.035 0.717
C 0.960 0.368 3.894
C 2.312 -0.329 3.883
C 1.672 -0.525 -2.300
O -0.479 0.703 -0.433
O -2.119 3.247 -2.140
H 3.391 1.282 2.836
*
```

Calculated values
Energy relative to the best compared isomer or geometry (same formula, charge and spin) = 1.684 eV
Strongest force on any atom = 0.058 hartree/bohr
Expectation value of S² = 6.36
Molar mass = 553.4 g/mol
HOMO level (spin up / spin down) = -12.5 / -12.5 eV
Gap between HOMO and LUMO (spin up / spin down) = 4.970 / 8.688 eV

Here are the Löwdin charges for atoms 1 to 4, given in e:
1 H 0.111
2 C -0.221
3 C -0.703
4 C -0.297

Formula: C19H33Cl4N3O3
Source: the OMol25 dataset
Level of theory: ωB97M-V/def2-TZVPD

```
! RIJCOSX wB97M-V def2-TZVPD def2/J DEFGRID3
* xyz 0 1
C -1.110 0.384 1.489
H -2.389 3.432 -5.204
H 5.525 -3.603 -3.913
C 3.904 -5.008 2.816
C -7.425 -2.887 4.514
H -1.606 2.211 0.313
H 4.678 -1.815 -2.489
H -0.076 0.711 1.596
H 5.666 -2.461 -5.285
Cl -7.699 4.138 -0.701
H 0.628 -5.150 1.997
C 4.601 -1.690 -3.570
C 3.656 -6.231 2.141
H -8.295 -0.334 2.731
H -2.709 0.880 0.138
H -1.056 -0.638 1.113
H 2.015 -7.013 1.148
H -5.874 -3.811 3.194
H 8.427 2.474 2.888
C 0.845 4.304 -5.239
H 8.407 4.436 2.413
C 2.614 -4.462 2.945
H -1.545 5.609 -3.571
C -1.063 4.891 -4.218
C -0.185 3.479 -5.702
H 6.731 1.010 2.759
C -9.462 4.032 -0.830
N -7.923 -1.193 3.109
O -0.749 0.744 -0.750
H 4.846 -4.615 3.168
N 0.258 5.170 -4.330
O 7.509 4.155 2.604
H -6.871 -1.945 1.438
H -7.400 -3.445 5.438
C 7.441 2.887 3.097
C 1.688 -5.219 2.192
H 2.721 -1.955 -3.380
H 6.740 -2.284 -4.062
H -0.741 1.432 -1.420
N 2.405 -6.232 1.657
H 6.263 1.928 1.304
C -1.416 3.889 -5.104
H 4.396 -6.937 1.796
Cl -10.080 5.546 -1.515
H 1.911 4.331 -5.414
H 5.362 2.256 2.479
H -8.681 -1.162 5.048
C -1.655 1.123 0.277
C -8.008 -1.673 4.375
Cl -10.332 3.651 0.703
C 6.412 1.982 2.383
H 2.344 -3.569 3.489
H 0.785 5.888 -3.854
O 3.416 -2.303 -3.944
H -0.058 2.670 -6.406
C 5.696 -2.566 -4.200
H 7.216 2.932 4.163
C -6.659 -3.077 3.307
H -1.683 0.761 2.336
H 4.652 -0.658 -3.919
Cl -9.820 2.717 -1.990
C -7.191 -2.116 2.456
*
```

Calculated values
Energy relative to the best compared isomer or geometry (same formula, charge and spin) = 0.878 eV
Strongest force on any atom = 0.069 hartree/bohr
SMILES = ClC(Cl)(Cl)Cl.c1cc[nH]c1.c1cc[nH]c1.c1cc[nH]c1.CCO.CCO.CCO
Molar mass = 493.3 g/mol
HOMO level = -8.0 eV
Gap between HOMO and LUMO = 7.925 eV

Here are the Löwdin charges for atoms 1 to 4, given in e:
1 C -0.086
2 H 0.087
3 H 0.075
4 C -0.091

Formula: C2H7N2OP
Source: the OMol25 dataset
Level of theory: ωB97M-V/def2-TZVPD

```
! RIJCOSX wB97M-V def2-TZVPD def2/J DEFGRID3
* xyz 0 1
H 1.478 1.440 0.517
H 2.013 0.033 -0.289
N 1.326 0.619 -0.022
C -0.963 -0.303 -0.537
H -0.298 0.256 1.433
H -1.474 1.612 -0.095
H 0.559 -1.297 0.814
P -3.541 0.475 0.323
O -3.887 -0.928 0.178
N -1.971 0.684 -0.196
C 0.220 -0.176 0.488
H -1.453 -1.340 -0.372
H -0.567 0.044 -1.592
*
```

Calculated values
Energy relative to the best compared isomer or geometry (same formula, charge and spin) = 1.495 eV
Strongest force on any atom = 0.086 hartree/bohr
SMILES = NCCNP=O
Molar mass = 106.1 g/mol
HOMO level = -9.5 eV
Gap between HOMO and LUMO = 10.153 eV

Here are the Löwdin charges for atoms 1 to 4, given in e:
1 H 0.062
2 H 0.019
3 N 0.008
4 C -0.286

Formula: C5H8O2
Source: the OMol25 dataset
Level of theory: ωB97M-V/def2-TZVPD

```
! RIJCOSX wB97M-V def2-TZVPD def2/J DEFGRID3
* xyz 0 3
H 2.630 -0.240 1.091
H 1.283 1.810 -0.034
C 2.124 -0.572 0.104
H -1.188 1.423 -1.008
O -0.544 1.983 -0.505
C -0.512 -0.952 -0.241
O -2.743 -0.879 0.380
H -3.366 -0.417 0.936
H -0.655 -1.707 -0.991
H 2.679 -0.062 -0.784
H -1.558 0.515 1.043
C 0.457 1.187 -0.185
C 0.695 -0.126 -0.176
H 2.243 -1.669 0.085
C -1.544 -0.293 0.285
*
```

Calculated values
Energy relative to the best compared isomer or geometry (same formula, charge and spin) = 1.694 eV
Strongest force on any atom = 0.166 hartree/bohr
Expectation value of S² = 2.01
Molar mass = 100.1 g/mol
HOMO level (spin up / spin down) = -4.6 / -9.0 eV
Gap between HOMO and LUMO (spin up / spin down) = 5.338 / 7.553 eV

Here are the Löwdin charges for atoms 1 to 4, given in e:
1 H 0.106
2 H 0.112
3 C -0.063
4 H 0.124